1.
The following is a quantum chemistry calculation of C13H27ClFInO6P as an isolated structure, from OMol25.

```
50
Properties=species:S:1:pos:R:3
C 6.25081 0.48026 0.96984
C 6.09563 0.12151 -0.49938
O 4.79806 -0.08662 -0.96592
In 3.08168 0.42780 0.09586
C 1.40374 -0.22058 -1.19806
C 0.41077 -1.20495 -0.56747
C -0.07905 -0.77310 0.81632
C -1.42169 -1.38730 1.21665
C -1.95551 -0.76668 2.50627
C -2.41764 0.69923 2.37933
C -2.89776 1.12392 1.00236
O -3.18235 2.51643 0.96485
C -2.04745 3.32605 0.72840
P 2.76851 2.98618 0.28568
O 4.21721 3.62665 0.82847
Cl 1.66684 3.04281 2.10077
H 7.31861 0.49817 1.21479
H 5.86035 1.47655 1.18417
H 5.77809 -0.25054 1.62329
H 6.68566 -0.79118 -0.68095
H 6.57171 0.92798 -1.08226
H 3.09314 -0.28191 1.72314
H 1.84562 -0.66563 -2.09389
H 0.84960 0.66092 -1.53653
H -0.46177 -1.30293 -1.22564
H 0.88003 -2.19095 -0.50582
H -0.14104 0.31883 0.83182
H 0.66781 -1.08399 1.54843
H -2.14209 -1.30003 0.40761
H -1.24774 -2.45390 1.38970
H -2.76573 -1.37796 2.90797
H -1.14526 -0.80114 3.23817
H -1.63327 1.38160 2.71153
H -3.26093 0.85882 3.05588
H -2.16667 0.88348 0.22649
H -3.82446 0.61004 0.74507
H -2.13071 3.80940 -0.24746
H -1.97561 4.09539 1.49718
H -1.11851 2.75287 0.74855
H 4.45083 3.21206 1.66429
C -2.81670 -2.07874 -3.46583
C -4.22409 -2.57594 -3.72981
O -4.69394 -2.87928 -2.43234
C -3.99842 -2.10925 -1.53972
O -4.27941 -1.95930 -0.40260
O -2.94376 -1.53209 -2.15476
F -4.24885 -3.69969 -4.49025
H -2.10865 -2.90859 -3.44918
H -2.47785 -1.31670 -4.16095
H -4.88777 -1.83800 -4.18403
```

**Maximum force**: 0.59 eV/Å
**E**: -2054.569200 Ha
**HOMO**: -0.1458 Ha
**Charge**: -1
**HOMO-LUMO gap**: 6.21 eV

These are the Mulliken partial charges, in e, on atoms 1 to 6: C -1.03; C -0.09; O -0.65; In 0.81; C -1.54; C 0.08


2.
The following is a quantum chemistry calculation of an isolated ion of composition C9H18N3 and charge +1 in a non-equilibrium geometry, from OMol25.

```
30
Properties=species:S:1:pos:R:3
C 2.82771 1.04523 0.04891
C 1.40949 -0.91496 0.35204
C 3.32663 2.16863 -0.34799
C -0.02162 1.11394 0.13396
C -3.89214 -1.20053 -0.27621
C 3.82856 -1.02466 -0.10206
C -1.32423 1.71580 0.30623
C -2.90316 -0.10050 -0.48203
C -2.49978 0.73243 0.77555
N 2.59784 -0.23356 0.16581
N 0.22073 -0.16908 0.30024
N 1.34892 -2.30594 0.30433
H 3.39512 3.12544 0.22993
H 3.34350 2.32799 -1.45610
H 0.79862 1.76304 -0.20577
H -4.93793 -0.92591 -0.14910
H -3.72833 -1.90777 0.40888
H -3.99396 -1.75481 -1.27419
H 4.49284 -0.64154 0.56964
H 3.65313 -2.12835 -0.05804
H 4.10020 -0.89709 -1.20558
H -1.12957 2.59386 0.88750
H -1.86010 2.21210 -0.55122
H -3.23628 0.69339 -1.10497
H -2.03450 -0.57119 -0.82823
H -3.34096 1.28146 1.01477
H -2.13632 0.13711 1.62601
H -0.57834 -0.69332 0.48821
H 1.27241 -2.55852 -0.60917
H 1.00148 -2.88270 1.03865
```

**Maximum force**: 5.46 eV/Å
**E**: -517.518718 Ha
**HOMO (alpha / beta)**: -0.3501 / -0.5082 Ha
**<S²>**: 2.02
**Charge**: +1
**Relative energy (zero: lowest compared OMol25 entry of this formula, charge and spin)**: 179.6 kJ/mol
**Spin multiplicity**: 3
**HOMO-LUMO gap (alpha / beta)**: 6.27 / 8.84 eV

These are the Mulliken partial charges, in e, on atoms 1 to 6: C 0.33; C 0.33; C -0.71; C -0.06; C -1.56; C -1.05


3.
The following is a quantum chemistry calculation of C20H29N3O2S as an isolated structure in a non-equilibrium geometry, from OMol25.

```
55
Properties=species:S:1:pos:R:3
C 0.12656 -0.34960 -3.01600
H 0.11468 0.67713 -3.43267
H -1.00267 -0.46380 -2.49952
H 0.06151 -1.03752 -3.90531
C 1.12691 -0.43935 -2.22296
C 2.67370 -0.50204 -2.74232
C 3.95655 -0.18758 -2.05802
C 4.80515 -0.37863 -3.04235
C 4.51817 -0.73167 -4.31589
S 2.83936 -0.89005 -4.38711
H 5.21640 -1.03102 -5.06789
H 5.86912 -0.27085 -2.75411
H 3.73984 0.15905 -1.13866
N 1.01878 -1.98124 -1.36938
C 0.69379 -1.85825 -0.19238
O 0.94293 -0.83388 0.59074
C 0.50168 -3.05408 0.59358
H 1.45583 -3.78952 0.61163
C -0.21083 -3.06072 2.00495
C -1.19522 -2.18999 1.93963
N -2.26913 -2.21942 0.89850
N -2.95057 -1.36148 1.31225
C -2.65119 -0.71525 2.35318
O -1.35086 -1.19832 2.82747
C -3.48229 0.39021 2.86456
H -2.71939 0.78411 3.92551
H -4.24074 0.42134 3.36510
C -3.55678 1.63280 2.14773
H -4.00533 1.52149 1.31983
H -3.95906 2.57254 2.80386
C -2.27472 2.31614 1.52285
C -1.75831 1.72980 0.17352
C -0.57863 2.49040 -0.29528
C 0.60053 2.78217 0.61496
C 0.12324 3.39537 1.90889
C -1.10598 2.35705 2.62611
H -1.56551 3.05052 3.35313
H -0.51722 1.52562 3.00111
H 0.91976 3.36297 2.66407
H -0.12160 4.20043 1.70736
H 1.46925 3.32650 0.38245
H 1.20934 1.55679 0.97990
H -0.11727 2.05812 -1.30053
H -0.86133 3.64198 -0.64353
H -2.49681 1.49119 -0.54678
H -1.40531 0.81869 0.63781
H -2.50764 3.55670 1.30304
H -0.35956 -3.76289 2.53994
H 0.55088 -2.53471 2.53101
H -0.18745 -3.82609 -0.08374
C 0.93945 -3.14660 -2.21852
H 1.54620 -3.91957 -1.75853
H 1.21058 -2.91057 -3.11962
H 0.02074 -3.38995 -2.23376
H 1.20046 0.21550 -1.15980
```

**Maximum force**: 17.17 eV/Å
**E**: -1491.767816 Ha
**HOMO**: -0.3036 Ha
**Charge**: 0
**Relative energy (zero: lowest compared OMol25 entry of this formula, charge and spin)**: 1925.7 kJ/mol
**HOMO-LUMO gap**: 8.76 eV

These are the Mulliken partial charges, in e, on atoms 1 to 6: C -0.99; H 0.39; H 0.18; H 0.43; C 0.79; C 0.40


4.
The following is a quantum chemistry calculation of a 2-piece molecular cluster, NO4S2 overall in a non-equilibrium geometry, from OMol25.

```
7
Properties=species:S:1:pos:R:3
N 1.26923 1.23032 -0.21589
O 3.16976 -0.21510 0.08109
O -1.22074 -0.42193 1.42704
O -2.38870 0.82563 -0.37683
O -1.15497 -1.14595 -0.95812
S -1.35249 -0.07249 0.01325
S 1.67790 -0.20048 0.02947
```

**Maximum force**: 3.32 eV/Å
**E**: -1152.075038 Ha
**HOMO (alpha / beta)**: -0.1849 / -0.1789 Ha
**Charge**: -1
**Relative energy (zero: lowest compared OMol25 entry of this formula, charge and spin)**: 183.0 kJ/mol
**HOMO-LUMO gap (alpha / beta)**: 7.27 / 7.04 eV

These are the Mulliken partial charges, in e, on atoms 1 to 6: N -0.41; O -0.59; O -0.43; O -0.48; O -0.44; S 0.96


5.
The following is a quantum chemistry calculation of a 2-piece molecular cluster, C4H11N3O overall in a non-equilibrium geometry, from OMol25.

```
19
Properties=species:S:1:pos:R:3
C 1.68486 1.88248 0.42743
C -1.96645 0.11968 0.39161
C -0.48826 -1.73037 0.02692
N 2.26226 0.68418 0.91774
N -0.71623 -0.31641 -0.21572
C 2.47789 -0.46670 0.66910
N -0.67404 -0.08858 -1.67510
O 3.08820 -1.46500 0.63447
H -1.51721 -0.49147 -2.09770
H -0.70916 0.90845 -1.86517
H 0.70293 1.64768 0.00437
H 2.29263 2.27446 -0.39591
H 1.68917 2.60480 1.24474
H -0.36448 -1.88672 1.09758
H -2.13941 1.17090 0.15889
H -1.89880 -0.00517 1.47106
H -2.83141 -0.45486 0.02640
H -1.31014 -2.37164 -0.31830
H 0.41765 -2.01572 -0.50243
```

**Maximum force**: 2.43 eV/Å
**E**: -398.454180 Ha
**HOMO**: -0.3355 Ha
**Charge**: 0
**Relative energy (zero: lowest compared OMol25 entry of this formula, charge and spin)**: 262.5 kJ/mol
**SMILES**: CN(C)N.CN=C=O
**HOMO-LUMO gap**: 9.89 eV

These are the Mulliken partial charges, in e, on atoms 1 to 6: C -0.47; C -1.03; C -1.01; N -0.29; N 0.18; C 0.57


6.
The following is a quantum chemistry calculation of an isolated ion of composition C6H12N and charge +1 in a non-equilibrium geometry, from OMol25.

```
19
Properties=species:S:1:pos:R:3
C 1.30264 -1.62363 -0.00839
C 0.55139 -0.59171 -0.22290
C 1.55817 1.82555 0.58420
C -1.88139 -1.33225 -0.61348
C 0.61698 0.74048 0.77090
C -0.80409 -0.33419 -0.99582
N -0.88676 0.96175 0.00469
H 2.11330 -1.41614 0.66322
H 2.43281 1.39680 0.90686
H 1.76361 2.06245 -0.40661
H 1.27754 2.66593 1.14597
H -2.42804 -1.08932 0.37614
H -2.55979 -1.52221 -1.49056
H -1.34408 -2.31875 -0.31217
H 0.29525 0.46473 1.85572
H -0.90683 -0.04974 -1.98516
H -1.48558 0.84521 0.81489
H -0.91226 1.87778 -0.48373
H 1.29712 -2.56274 -0.60375
```

**Maximum force**: 6.30 eV/Å
**E**: -290.215978 Ha
**HOMO**: -0.5335 Ha
**Charge**: +1
**Relative energy (zero: lowest compared OMol25 entry of this formula, charge and spin)**: 278.1 kJ/mol
**SMILES**: C=C1[C@@H](C)[NH2+][C@@H]1C
**HOMO-LUMO gap**: 11.41 eV

These are the Mulliken partial charges, in e, on atoms 1 to 6: C -0.76; C 0.35; C -1.43; C -1.07; C -0.03; C -0.02


7.
The following is a quantum chemistry calculation of C4H6O as an isolated structure in a non-equilibrium geometry, from OMol25.

```
11
Properties=species:S:1:pos:R:3
O -2.19546 0.06943 0.50124
C -1.10805 0.02702 -0.00376
C -0.05018 1.12113 -0.23543
C 0.91985 0.02121 0.28574
C -0.14702 -1.11352 -0.09703
H 0.08738 1.44138 -1.27368
H -0.23281 2.00329 0.39485
H 1.12503 0.17868 1.35322
H 1.69268 -0.46514 -0.26677
H -0.30989 -1.99909 0.52222
H 0.01489 -1.44779 -1.14093
```

**Maximum force**: 2.21 eV/Å
**E**: -231.196976 Ha
**HOMO**: -0.3506 Ha
**Charge**: 0
**Relative energy (zero: lowest compared OMol25 entry of this formula, charge and spin)**: 70.2 kJ/mol
**HOMO-LUMO gap**: 10.54 eV

These are the Mulliken partial charges, in e, on atoms 1 to 6: O -0.55; C 0.45; C -0.50; C -0.56; C -0.52; H 0.25


8.
The following is a quantum chemistry calculation of one molecule with the formula C6H13O in a non-equilibrium geometry, from OMol25.

```
20
Properties=species:S:1:pos:R:3
C 2.05821 0.20372 -0.28681
O 1.38662 1.19541 -0.88891
C 1.34033 -1.16945 -0.07775
C -0.05798 -1.30799 -0.61762
C -1.15233 -0.75328 0.32115
C -0.95190 0.66074 0.86700
C -1.50220 1.73602 -0.06919
H 2.92498 -0.00898 -0.93788
H 2.55336 0.50047 0.64086
H 1.98512 -1.91600 -0.53682
H 1.36841 -1.42596 0.98382
H -0.38499 -2.30738 -0.88778
H -0.14103 -0.78344 -1.58677
H -1.09474 -1.43014 1.16633
H -2.15883 -0.79714 -0.09880
H -1.39955 0.74721 1.86796
H 0.09155 0.88459 1.08610
H -1.37197 1.41568 -1.09912
H -0.93863 2.66190 0.01015
H -2.55444 1.89403 0.14408
```

**Maximum force**: 2.35 eV/Å
**E**: -311.554304 Ha
**HOMO (alpha / beta)**: -0.3879 / -0.3692 Ha
**<S²>**: 0.75
**Charge**: 0
**Relative energy (zero: lowest compared OMol25 entry of this formula, charge and spin)**: 18.8 kJ/mol
**Spin multiplicity**: 2
**HOMO-LUMO gap (alpha / beta)**: 11.61 / 8.71 eV

These are the Mulliken partial charges, in e, on atoms 1 to 6: C -0.42; O -0.34; C -0.70; C -0.46; C -0.91; C -0.16